Entry 1:
ORCA calculation (ωB97M-V with the def2-TZVPD basis set) on an isolated molecule of C10H12N2O in a non-equilibrium geometry.

Each line ends with the Löwdin charge.
Positions of all 25 atoms, in Å:
C1 -0.06 -1.24 -2.50  -0.07
N1 0.38 -0.39 -1.36  -0.05
C2 -0.46 -0.29 -0.23  -0.34
C3 -1.57 0.65 -0.65  0.02
C4 -2.65 0.36 -1.43  -0.14
N2 -2.94 -0.95 -1.68  -0.12
O1 -3.88 -1.24 -2.41  -0.02
C5 0.41 0.14 0.91  -0.18
C6 0.21 1.23 1.71  -0.06
C7 1.14 1.57 2.65  -0.05
C8 2.26 0.71 2.95  -0.05
C9 2.42 -0.38 2.15  -0.09
C10 1.50 -0.69 1.21  -0.03
H1 0.07 -0.69 -3.37  0.06
H2 0.42 -2.19 -2.61  0.08
H3 -1.14 -1.36 -2.51  0.04
H4 1.04 0.36 -1.74  0.17
H5 -0.99 -1.22 0.20  0.19
H6 -1.24 1.62 -0.64  0.08
H7 -3.20 1.18 -1.93  0.12
H8 -0.58 1.87 1.52  0.09
H9 1.10 2.46 3.24  0.09
H10 3.02 1.02 3.62  0.09
H11 3.26 -0.97 2.16  0.08
H12 1.47 -1.57 0.73  0.08

For the HOMO energy (alpha / beta), the calculation gives -8.607 / -8.606 eV. The LUMO energy (alpha / beta) comes out at -0.614 / -0.615 eV. Its SMILES is CN[C@H](/C=C\N=O)c1ccccc1. As for the total charge: 0. For the HOMO-LUMO gap (alpha / beta), the calculation gives 0.294 / 0.294 Eh. The calculation puts the energy relative to the best compared isomer or geometry (same formula, charge and spin) at 5.731 eV.

=====

Entry 2:
ORCA calculation (ωB97M-V with the def2-TZVPD basis set) on an isolated molecule of C7H8 in a non-equilibrium geometry.

Each line ends with the Löwdin charge.
Positions of all 15 atoms, in Å:
C1 2.55 0.68 0.26  0.09
C2 1.59 1.11 -0.32  -0.16
C3 0.25 1.05 -0.91  -0.14
C4 -0.28 -0.02 0.10  -0.40
C5 -0.05 -1.46 -0.39  -0.05
C6 -1.59 0.20 0.70  -0.12
C7 -2.54 0.39 1.40  0.12
H1 3.06 0.09 0.98  0.04
H2 0.34 0.71 -1.95  0.12
H3 -0.33 1.98 -0.90  0.12
H4 0.39 0.24 0.95  0.12
H5 -0.91 -1.84 -0.95  0.08
H6 0.83 -1.53 -1.03  0.08
H7 0.10 -2.12 0.47  0.08
H8 -3.38 0.55 2.03  0.02

For the HOMO energy, the calculation gives -9.547 eV. The LUMO energy comes out at 0.945 eV. Its SMILES is C#CC[C@H](C)C#C. As for the total charge: 0. For the HOMO-LUMO gap, the calculation gives 0.386 Eh. The calculation puts the energy relative to the best compared isomer or geometry (same formula, charge and spin) at 4.870 eV.

=====

Entry 3:
ORCA calculation (ωB97M-V with the def2-TZVPD basis set) on a cluster of 2 separate species, C5H13NO2 in total in a non-equilibrium geometry.

Each line ends with the Löwdin charge.
Positions of all 21 atoms, in Å:
C1 0.10 -1.07 -2.12  -0.04
C2 -0.17 -0.69 -0.58  -0.46
C3 -1.51 -0.91 -0.14  -0.09
N1 0.27 0.65 -0.33  -0.14
C4 1.78 0.70 -0.19  -0.04
C5 -0.23 1.79 -0.95  -0.29
O1 -1.43 1.87 -1.25  0.01
H1 -0.04 -2.14 -2.10  0.07
H2 -0.59 -0.39 -2.74  0.10
H3 1.10 -0.95 -2.60  0.06
H4 0.52 -1.43 -0.28  0.11
H5 -1.68 -0.16 0.71  0.11
H6 -1.77 -1.79 0.58  0.11
H7 -2.32 -0.80 -0.89  0.09
H8 1.92 0.52 0.89  0.09
H9 2.14 -0.01 -1.04  0.10
H10 2.09 1.81 -0.38  0.10
H11 0.52 2.49 -1.12  0.09
O2 0.77 -1.49 4.47  -0.03
H12 0.48 -2.32 4.11  0.02
H13 1.21 -1.39 5.27  0.00

For the HOMO energy, the calculation gives -9.006 eV. The LUMO energy comes out at 0.704 eV. Its SMILES is CC(C)N(C)C=O.O. As for the total charge: 0. For the HOMO-LUMO gap, the calculation gives 0.357 Eh. The calculation puts the energy relative to the best compared isomer or geometry (same formula, charge and spin) at 3.259 eV.

=====

Entry 4:
ORCA calculation (ωB97M-V with the def2-TZVPD basis set) on a cluster of 4 separate species, C2H12NO4 in total in a non-equilibrium geometry.

Each line ends with the Löwdin charge.
Positions of all 19 atoms, in Å:
C1 -2.04 -0.78 -0.30  -0.32
O1 -2.81 0.19 0.32  -0.09
C2 -0.72 -0.26 -0.87  -0.25
N1 0.09 0.20 0.29  -0.08
H1 -2.62 -1.34 -1.05  0.10
H2 -1.73 -1.56 0.42  0.11
H3 -0.96 0.63 -1.48  0.11
H4 -0.11 -0.95 -1.47  0.10
H5 -0.54 1.39 0.66  0.00
H6 0.75 0.86 -0.14  0.07
H7 -1.10 2.55 1.76  0.00
H8 -2.28 0.98 0.54  0.02
O2 -1.19 2.29 0.85  -0.21
H9 1.90 -2.09 0.99  -0.08
H10 0.93 -0.59 0.65  0.00
O3 1.99 -1.16 1.16  -0.36
H11 3.14 0.42 -1.25  0.01
H12 3.42 -0.70 -0.24  -0.02
O4 3.86 -0.08 -0.84  -0.10

For the HOMO energy, the calculation gives -4.514 eV. The LUMO energy comes out at 3.938 eV. As for the total charge: -1. For the HOMO-LUMO gap, the calculation gives 0.311 Eh. The calculation puts the energy relative to the best compared isomer or geometry (same formula, charge and spin) at 1.097 eV.

=====

Entry 5:
ORCA calculation (ωB97M-V with the def2-TZVPD basis set) on a cluster of 2 separate species, C5H12NS in total.

Each line ends with the Löwdin charge.
Positions of all 19 atoms, in Å:
C1 -1.17 -1.15 -1.33  -0.14
C2 -1.11 -1.86 -2.44  0.11
C3 -1.58 1.07 -0.51  0.16
N1 -1.12 0.29 -1.40  0.05
H1 -1.27 -1.54 -0.33  0.13
H2 -1.06 -1.42 -3.42  0.09
H3 -1.18 -2.94 -2.37  0.09
H4 -1.77 2.10 -0.80  0.13
H5 -1.77 0.71 0.49  0.08
H6 -0.76 0.67 -2.27  0.18
C4 1.59 -0.61 1.34  -0.17
C5 1.66 0.88 1.62  -0.60
S1 0.16 1.47 2.47  0.71
H7 0.93 -0.82 0.49  0.03
H8 1.22 -1.18 2.19  0.08
H9 2.58 -0.99 1.09  0.08
H10 2.52 1.12 2.24  0.07
H11 1.76 1.42 0.68  0.06
H12 0.38 2.78 2.26  -0.13

For the HOMO energy, the calculation gives -12.565 eV. The LUMO energy comes out at -5.250 eV. As for the total charge: +1. For the HOMO-LUMO gap, the calculation gives 0.269 Eh. The calculation puts the energy relative to the best compared isomer or geometry (same formula, charge and spin) at 1.974 eV.

=====

Entry 6:
ORCA calculation (ωB97M-V with the def2-TZVPD basis set) on a structure of composition C24H22Cl2N4PdS.

Each line ends with the Löwdin charge.
Positions of all 54 atoms, in Å:
Pd1 -0.08 -0.47 0.88  0.68
C1 4.17 -1.52 -0.10  0.02
C2 2.69 -1.43 0.10  -0.20
N1 2.07 -0.52 0.75  -0.04
N2 2.73 0.51 1.39  0.03
C3 2.14 1.06 2.47  -0.76
N3 2.83 2.00 3.12  0.15
S1 0.61 0.60 3.03  0.76
C4 1.81 -2.52 -0.45  -0.21
C5 2.35 -3.58 -1.14  0.02
C6 1.49 -4.59 -1.59  0.00
C7 0.15 -4.48 -1.32  0.00
C8 -0.31 -3.37 -0.62  -0.10
N4 0.49 -2.41 -0.19  0.02
H1 4.73 -0.71 0.36  0.08
H2 4.40 -1.53 -1.17  0.11
H3 4.54 -2.45 0.33  0.11
H4 3.64 0.80 1.05  0.16
H5 3.79 2.23 2.91  0.14
H6 2.40 2.45 3.91  0.12
H7 3.41 -3.65 -1.33  0.12
H8 1.89 -5.44 -2.13  0.13
H9 -0.56 -5.24 -1.64  0.13
H10 -1.37 -3.24 -0.41  0.08
C9 -0.44 1.47 0.52  -0.06
C10 -0.80 2.69 0.70  -0.02
C11 -1.19 3.97 0.93  -0.13
C12 -1.23 4.37 2.35  -0.19
C13 -1.66 3.49 3.34  -0.05
C14 -1.66 3.87 4.67  -0.06
C15 -1.23 5.15 5.02  -0.05
C16 -0.79 6.03 4.04  -0.05
C17 -0.78 5.65 2.71  -0.02
C18 -1.52 4.81 -0.21  -0.18
C19 -2.43 5.87 -0.06  -0.01
C20 -2.77 6.65 -1.15  -0.04
C21 -2.22 6.38 -2.40  -0.04
C22 -1.32 5.33 -2.56  -0.05
C23 -0.98 4.55 -1.48  -0.02
H11 -2.02 2.51 3.06  0.11
H12 -2.01 3.19 5.43  0.11
H13 -1.24 5.45 6.05  0.12
H14 -0.46 7.02 4.32  0.12
H15 -0.43 6.33 1.95  0.13
H16 -2.88 6.05 0.90  0.12
H17 -3.47 7.46 -1.04  0.12
H18 -2.48 7.00 -3.25  0.12
H19 -0.89 5.13 -3.53  0.11
H20 -0.25 3.75 -1.60  0.11
Cl1 -2.86 -0.87 -0.20  0.57
C24 -3.42 -1.51 1.35  -0.93
Cl2 -2.05 -1.83 2.44  0.55
H21 -3.93 -2.45 1.18  0.04
H22 -4.06 -0.77 1.82  0.04

For the HOMO energy (alpha / beta), the calculation gives -12.290 / -13.807 eV. The LUMO energy (alpha / beta) comes out at -6.304 / -8.703 eV. As for the total charge: +2. For the HOMO-LUMO gap (alpha / beta), the calculation gives 0.220 / 0.188 Eh. Its expectation value of S² is 6.043. The calculation puts the energy relative to the best compared isomer or geometry (same formula, charge and spin) at 0.337 eV. Its spin multiplicity is 5.

=====

energy relative to the best compared isomer or geometry (same formula, charge and spin) of number 2 (C7H8)? 4.870 eV

=====

Look up the total charge of the sixth one. +2